No. 1
63
Properties=species:S:1:pos:R:3:mulliken_spin:R:1 method="wB97M-V/def2-TZVPD" orbital_gap_ev="7.16 / 7.11" total_charge=+1 spin_multiplicity=2
Co -0.07968 0.57071 0.53333 0.97
O 3.14470 0.88639 -1.29764 0.00
S 1.94681 0.11141 -1.18770 0.00
O 0.65649 0.75592 -1.54437 0.00
N 1.53785 -0.37516 0.25062 -0.02
C 2.27025 -0.70250 1.38424 -0.03
C 3.56105 -1.13281 1.50878 0.00
C 4.06499 -1.44876 2.79487 0.00
C 3.29773 -1.33511 3.91894 0.00
C 1.96199 -0.86830 3.81405 -0.01
C 1.09020 -0.68964 4.91200 0.00
C -0.16799 -0.19857 4.70891 0.01
C -0.57242 0.14663 3.40574 0.01
N 0.20540 -0.02094 2.35702 0.01
C 1.46799 -0.53914 2.54739 0.04
C 2.14453 -1.30718 -2.20832 0.00
C 3.28379 -1.42673 -2.98796 0.00
C 3.43840 -2.55765 -3.78131 0.00
C 2.46679 -3.54445 -3.78147 0.00
C 1.32971 -3.41411 -2.98868 0.00
C 1.16299 -2.29389 -2.19640 0.00
H 4.19425 -1.23363 0.63731 0.00
H 5.08778 -1.79170 2.87789 0.00
H 3.69586 -1.58707 4.89276 0.00
H 1.43304 -0.93899 5.90913 0.00
H -0.85223 -0.04124 5.53024 0.00
H -1.53312 0.60627 3.21761 0.00
H 4.02954 -0.64415 -2.97218 0.00
H 4.32076 -2.66406 -4.39790 0.00
H 2.59381 -4.42535 -4.39698 0.00
H 0.58095 -4.19591 -2.98859 0.00
H 0.29415 -2.17061 -1.55999 0.00
C 1.08221 3.43944 0.86476 0.04
Si -0.67140 3.80803 0.33047 0.00
C -1.35919 5.24507 1.28831 0.00
C -0.73956 4.12437 -1.50255 0.00
Se -1.94705 1.98646 0.84363 -0.04
H 1.74015 4.28017 0.62589 0.00
H 1.51632 2.57133 0.36090 -0.02
H 1.12299 3.27211 1.94365 0.00
H -0.91448 6.17834 0.93089 0.00
H -1.15177 5.15480 2.35558 0.00
H -2.44024 5.31684 1.15815 0.00
H -0.20856 5.03991 -1.77725 0.00
H -1.78228 4.22989 -1.81078 0.00
H -0.29605 3.29419 -2.05599 0.00
N -4.46375 -1.28231 -1.74600 0.00
C -3.67939 0.00537 -1.90300 0.00
C -2.20186 -0.32299 -1.83050 0.00
N -1.85501 -1.01025 -0.58723 0.05
C -2.60496 -2.25001 -0.43990 0.00
C -4.11090 -2.01466 -0.47368 0.00
H -4.25165 -1.88758 -2.54073 0.00
H -5.46479 -1.09590 -1.78099 0.00
H -3.96471 0.65824 -1.07689 0.00
H -3.98120 0.45433 -2.84779 0.00
H -1.63545 0.60239 -1.90832 0.00
H -1.90138 -0.96080 -2.66940 0.00
H -2.10310 -0.39457 0.19033 -0.01
H -2.34768 -2.73467 0.50162 0.00
H -2.31927 -2.93764 -1.24319 0.00
H -4.42776 -1.36576 0.34247 0.00
H -4.69461 -2.93380 -0.45383 0.00


No. 2
60
Properties=species:S:1:pos:R:3:mulliken_charge:R:1 method="wB97M-V/def2-TZVPD" orbital_gap_ev=9.15 spin_multiplicity=1 smiles="CN(CCCC1CCCC1)C(=O)C[C@@H]1C(=O)NCCN1Cc1cccc(F)c1F"
C -0.92145 -3.53037 0.37589 -1.01
N -0.82680 -2.26334 1.06695 0.36
C 0.31204 -1.70325 1.52622 0.56
O 0.30913 -0.63916 2.12571 -0.75
C 1.60814 -2.42382 1.21034 -1.18
H 1.49507 -3.50449 1.26276 0.51
H 2.35195 -2.10099 1.93875 0.30
C 2.09716 -1.98992 -0.19861 0.02
N 2.94000 -0.82459 -0.07178 0.56
C 4.34744 -1.12834 -0.07678 -0.87
H 4.56583 -1.76010 0.79038 0.32
H 4.91519 -0.20258 0.01788 0.46
C 4.75110 -1.87935 -1.35004 -0.59
N 3.93024 -3.06444 -1.44292 -0.10
C 2.70392 -3.19923 -0.91321 -0.05
O 2.07766 -4.24124 -1.00366 -0.73
H 4.28624 -3.86575 -1.94501 0.30
H 4.60187 -1.23838 -2.22872 0.26
H 5.80304 -2.17095 -1.31388 0.44
C 2.56115 0.37175 -0.79444 -0.76
C 2.96106 1.57355 0.02384 0.24
C 3.89444 2.48972 -0.43960 0.17
C 4.27065 3.57495 0.34138 0.40
C 3.72537 3.75568 1.59786 -0.38
C 2.79966 2.83838 2.06846 -0.84
C 2.42171 1.75864 1.29238 -0.41
H 1.70722 1.03739 1.66208 0.57
H 2.37108 2.97023 3.04923 0.44
H 4.03406 4.60530 2.18563 0.43
F 5.17889 4.45311 -0.12558 -0.31
F 4.45105 2.32556 -1.66083 -0.34
H 3.00446 0.42976 -1.80021 0.34
H 1.47379 0.37804 -0.89828 0.41
H 1.21642 -1.72941 -0.79925 0.48
C -2.08517 -1.59846 1.35335 -1.36
H -1.92949 -0.96565 2.23028 0.36
C -2.55310 -0.73108 0.18310 0.27
C -3.89831 -0.07514 0.48167 -1.39
C -4.39018 0.80215 -0.66748 0.67
C -5.81363 1.32505 -0.43925 -0.97
C -5.87889 2.57517 -1.30788 -0.62
H -6.71662 3.22352 -1.05471 0.38
H -5.96616 2.29243 -2.35838 0.29
C -4.52652 3.23706 -1.04957 -0.70
H -4.23682 3.91164 -1.85408 0.32
H -4.57717 3.81715 -0.12726 0.28
C -3.53826 2.07043 -0.88553 -0.82
H -2.91267 1.96424 -1.77149 0.27
H -2.87918 2.24376 -0.03524 0.27
H -6.57182 0.58743 -0.69928 0.40
H -5.94255 1.59727 0.60992 0.37
H -4.38446 0.20464 -1.58506 0.31
H -3.81199 0.52946 1.38711 0.38
H -4.64034 -0.85508 0.67314 0.28
H -1.79930 0.03548 -0.00285 0.08
H -2.64065 -1.34299 -0.71839 0.32
H -2.83654 -2.35693 1.59011 0.37
H -0.03398 -3.74943 -0.21338 0.41
H -1.07916 -4.34761 1.08734 0.23
H -1.77580 -3.49687 -0.29913 0.37


No. 3
59
Properties=species:S:1:pos:R:3:mulliken_charge:R:1 method="wB97M-V/def2-TZVPD" orbital_gap_ev=8.60 spin_multiplicity=1 smiles="O=C(NC1CC1)C1CCN(C2CCN(C(=O)CSc3ccccc3)CC2)CC1"
O -3.25024 -0.14146 -1.28999 -0.69
C -3.83731 -0.25835 -0.23254 -0.12
N -4.94746 -1.02552 -0.11349 -0.21
C -5.50548 -1.75145 -1.20795 -0.22
C -6.16014 -3.07552 -0.96182 -0.59
C -6.99283 -1.88006 -1.33179 -0.61
H -7.43160 -1.83894 -2.31600 0.24
H -7.60705 -1.43493 -0.56336 0.24
H -6.02547 -3.85893 -1.69054 0.24
H -6.21510 -3.43359 0.05547 0.24
H -4.90787 -1.60897 -2.09833 0.55
H -5.41781 -1.10798 0.77409 0.30
C -3.41034 0.40853 1.07049 0.64
C -2.09923 -0.20254 1.58393 -1.60
C -0.91964 0.21234 0.70938 -0.18
N -0.80505 1.66088 0.72201 0.28
C -1.97182 2.24227 0.07975 -0.59
C -3.21716 1.92020 0.90091 -1.43
H -3.10648 2.36348 1.89265 0.37
H -4.09341 2.35866 0.41929 0.46
H -1.84583 3.32738 0.03740 0.55
H -2.11113 1.86418 -0.94348 0.26
C 0.45733 2.19753 0.24795 -0.62
C 1.57334 1.96963 1.27588 -0.31
C 2.86247 2.64312 0.80616 -1.23
N 3.23901 2.11490 -0.49173 0.19
C 4.27155 1.24301 -0.56090 0.71
O 5.02096 1.05345 0.37399 -0.64
C 4.46473 0.52694 -1.89568 -0.69
H 3.53282 0.16385 -2.32676 0.41
H 4.96008 1.18791 -2.60835 0.46
S 5.59862 -0.88123 -1.69898 -0.24
C 4.83345 -1.83579 -0.42388 0.46
C 3.50163 -1.70880 -0.05749 -0.19
C 2.98700 -2.50457 0.95056 -0.42
C 3.78460 -3.43805 1.58797 -0.66
C 5.11091 -3.57493 1.21006 -0.49
C 5.63532 -2.77826 0.21215 -0.68
H 6.66953 -2.87063 -0.08256 0.37
H 5.74210 -4.30085 1.70112 0.36
H 3.37583 -4.05414 2.37485 0.39
H 1.94959 -2.39438 1.23455 0.41
H 2.85455 -0.99563 -0.54405 0.46
C 2.24117 2.37098 -1.50453 -1.41
H 2.58998 2.04658 -2.48411 0.54
C 0.92468 1.68743 -1.12913 0.19
H 0.16794 1.89885 -1.88549 0.45
H 1.07496 0.60726 -1.08870 -0.10
H 2.08470 3.45584 -1.54936 0.33
H 3.68102 2.44034 1.49794 0.50
H 2.72110 3.72538 0.71990 0.40
H 1.26653 2.37508 2.23951 0.38
H 1.76894 0.90400 1.40127 0.11
H 0.31010 3.28315 0.16725 0.25
H -0.00688 -0.22489 1.11665 0.28
H -1.07785 -0.17672 -0.30785 0.28
H -2.17454 -1.29196 1.60690 0.43
H -1.92550 0.15669 2.60011 0.45
H -4.19335 0.23923 1.81869 0.72


No. 4
59
Properties=species:S:1:pos:R:3:mulliken_charge:R:1 method="wB97M-V/def2-TZVPD" orbital_gap_ev=9.48 spin_multiplicity=1 smiles="CC(C)(C)NC(=O)c1ccccc1NC(=O)[C@H]1CC(=O)N(C2CCCCC2)C1"
C 0.30359 -2.02095 0.14972 -1.86
H 0.09196 -1.31449 -0.64761 0.40
H -0.46508 -2.78956 0.15243 0.67
H 0.28696 -1.48825 1.09770 0.32
C 1.68097 -2.65373 -0.06418 1.69
N 2.72814 -1.64332 0.09818 0.00
C 2.82009 -0.50325 -0.60635 0.26
O 2.10361 -0.19668 -1.54408 -0.73
C 3.97213 0.37097 -0.20209 0.28
C 5.25880 -0.14603 -0.12371 -0.51
C 6.34134 0.68674 0.09794 -0.72
C 6.14655 2.05135 0.23474 -0.55
C 4.86981 2.57881 0.17660 -0.27
C 3.77944 1.74374 -0.03247 0.14
N 2.47899 2.27877 -0.05686 0.04
C 1.41891 1.69864 0.56253 -0.15
O 1.52993 0.77513 1.33938 -0.61
C 0.08638 2.32916 0.17540 0.52
H 0.15599 3.41296 0.30106 0.70
C -1.07298 1.75750 1.00200 -1.26
N -2.06935 1.35032 0.04205 0.32
C -1.67802 1.43267 -1.24414 0.35
O -2.34117 1.13653 -2.21475 -0.69
C -0.25397 1.96678 -1.27907 -0.41
H -0.19089 2.81208 -1.96334 0.36
H 0.39926 1.17731 -1.66200 0.08
C -3.34028 0.80004 0.48129 -0.41
C -4.51125 1.60997 -0.08063 -0.80
C -5.83577 1.03476 0.40970 -0.75
C -5.96400 -0.42901 0.00044 -0.65
C -4.79855 -1.23968 0.55827 -0.87
C -3.47137 -0.66859 0.07068 -0.28
H -2.63640 -1.23719 0.48542 -0.02
H -3.41834 -0.72759 -1.01679 0.39
H -4.88602 -2.28214 0.24615 0.36
H -4.82800 -1.21404 1.65100 0.38
H -6.91004 -0.83643 0.36347 0.34
H -5.96113 -0.49872 -1.08884 0.34
H -6.66294 1.61273 -0.00682 0.37
H -5.88780 1.11343 1.49912 0.35
H -4.41450 2.65422 0.22621 0.33
H -4.46774 1.56870 -1.16912 0.35
H -3.34978 0.86861 1.57586 0.43
H -1.49017 2.49819 1.69263 0.23
H -0.71976 0.89791 1.58643 0.39
H 2.33131 3.11259 -0.60461 0.29
H 4.71023 3.64078 0.29407 0.42
H 6.99034 2.70614 0.39236 0.38
H 7.33735 0.27406 0.15107 0.41
H 5.41204 -1.20562 -0.26924 0.50
H 3.27345 -1.70032 0.94375 0.39
C 1.93453 -3.73199 0.98880 -2.03
H 1.20433 -4.53026 0.88756 0.41
H 2.92811 -4.15960 0.86819 0.51
H 1.84943 -3.31370 1.98987 0.47
C 1.78254 -3.24801 -1.47078 -1.79
H 1.65977 -2.46208 -2.21011 0.37
H 1.00569 -3.99313 -1.61815 0.45
H 2.75331 -3.71728 -1.61632 0.39


For each record above, in turn, the calculated relative energy (zero: lowest compared OMol25 entry of this formula, charge and spin) values are 0.0 14.6 172.1 26.1 kJ/mol.